1.
Here is C3H5NO in the gas phase from the OMol25 dataset. Energies are from ωB97M-V/def2-TZVPD.

Geometry (Å):
C1 -0.8669 -0.8144 -0.1464
C2 0.1127 0.2290 0.4312
O1 -0.4155 1.5090 0.5226
C3 1.6738 0.1697 -0.2812
N1 2.6471 0.0813 -0.8566
H1 -1.6374 -0.7165 0.5990
H2 -1.1796 -0.4043 -1.0885
H3 -0.5530 -1.9016 -0.2667
H4 0.3869 -0.1131 1.3561
H5 -0.1682 1.9609 -0.2695

Energy above the lowest of the compared OMol25 structures with the same formula, charge and spin ... 35.5 kcal per mole
Max |F| ... 5.40 eV/Å
SMILES ... C[C@H](O)C#N
Highest occupied orbital energy ... -0.4254 hartree
E_LUMO ... 0.67 eV
Spin multiplicity ... 1

2.
Here is 7 unconnected molecules or ions with the total composition C48H61NO18 from the OMol25 dataset. Energies are from ωB97M-V/def2-TZVPD.

Geometry (Å):
C1 6.7329 -2.7309 4.3689
C2 5.6463 -3.9524 4.6175
O1 5.0240 -4.2773 3.3221
C3 3.9346 -3.3365 3.0033
C4 4.3930 -2.4555 1.6806
O2 3.6156 -2.9632 0.5316
C5 3.6715 -2.0311 -0.6175
C6 2.6045 -0.7531 -0.4567
C7 3.1284 0.7657 -0.0220
C8 2.1516 2.0697 0.1616
C9 2.6519 3.5802 0.6400
C10 0.5355 1.8961 -0.1013
C11 0.0021 0.4049 -0.5253
C12 0.9787 -0.9362 -0.7121
C13 0.2659 -2.3973 -1.1055
O3 0.7824 -3.2489 -2.0053
C14 -1.1682 -2.6905 -0.2962
C15 -1.5948 -4.1454 0.3300
C16 -3.0546 -4.1918 1.1438
C17 -4.0139 -2.8686 1.3319
N1 -5.3472 -2.8717 2.1095
C18 -6.4033 -2.3174 1.1824
C19 -7.1839 -3.4134 0.1947
O4 -6.7518 -1.0380 1.0325
C20 -5.1437 -2.0366 3.3516
C21 -6.2927 -1.2457 4.2106
O5 -3.8738 -1.9702 3.8392
C22 -3.5749 -1.4237 0.6805
C23 -2.1497 -1.3468 -0.1264
C24 -1.6260 0.1070 -0.7668
O6 -2.4410 0.9293 -1.4459
H1 7.3327 -2.6052 5.3690
H2 7.4285 -2.9116 3.4201
H3 6.1669 -1.7175 4.1560
H4 6.1796 -4.9363 5.0201
H5 4.8727 -3.6415 5.4412
H6 2.9700 -3.9907 2.7478
H7 3.7346 -2.5779 3.8842
H8 5.5551 -2.5498 1.5628
H9 4.1653 -1.3031 1.8308
H10 3.4737 -2.5976 -1.6493
H11 4.7565 -1.5362 -0.5880
H12 4.2753 0.9051 0.1639
H13 3.7241 3.7521 0.2035
H14 1.8769 4.4241 0.3856
H15 2.6926 3.5242 1.8314
H16 -0.2569 2.7821 0.0099
H17 -0.8915 -5.1012 0.2187
H18 -3.3708 -5.2335 1.6284
H19 -8.2266 -2.9125 -0.0973
H20 -6.5709 -3.4564 -0.8194
H21 -7.3350 -4.4575 0.7026
H22 -7.3084 -1.2110 3.5980
H23 -5.9388 -0.1074 4.2746
H24 -6.4224 -1.6025 5.3186
H25 -4.2119 -0.4205 0.7945
O7 3.4962 0.6658 -4.2016
C25 2.4914 0.0863 -4.5794
C26 2.2692 -1.3948 -4.5224
C27 1.0919 -1.5740 -5.4472
C28 0.3664 -0.2604 -5.3162
O8 1.3848 0.7105 -5.0794
H26 2.0268 -1.6805 -3.4950
H27 3.1464 -1.9392 -4.8795
H28 0.4681 -2.4369 -5.1993
H29 1.4494 -1.6993 -6.4765
H30 -0.3281 -0.2517 -4.4696
H31 -0.1821 -0.0046 -6.2274
O9 4.6370 1.8242 2.5922
C29 5.8349 1.8368 2.8225
C30 6.5160 2.7064 3.8355
C31 7.9623 2.5998 3.4229
C32 8.0279 1.2293 2.8014
O10 6.7444 1.0199 2.2144
H32 6.3460 2.2930 4.8335
H33 6.1567 3.7364 3.7762
H34 8.6643 2.7312 4.2507
H35 8.1853 3.3616 2.6660
H36 8.2048 0.4441 3.5439
H37 8.8008 1.1679 2.0296
O11 4.2505 3.6191 -10.4377
C33 3.5568 3.4741 -9.4448
C34 3.9056 3.9433 -8.0648
C35 2.9276 3.1747 -7.2125
C36 1.7560 2.9890 -8.1408
O12 2.3218 2.8918 -9.4470
H38 3.7400 5.0223 -8.0016
H39 4.9391 3.6943 -7.8131
H40 2.6633 3.6843 -6.2822
H41 3.3545 2.1980 -6.9539
H42 1.0698 3.8421 -8.1199
H43 1.1955 2.0776 -7.9130
O13 -2.5038 5.5171 1.4674
C37 -3.5086 4.9376 1.0896
C38 -3.7308 3.4565 1.1466
C39 -4.9081 3.2773 0.2218
C40 -5.6336 4.5909 0.3527
O14 -4.6152 5.5618 0.5895
H44 -3.9732 3.1708 2.1739
H45 -2.8536 2.9121 0.7895
H46 -5.5319 2.4144 0.4696
H47 -4.5506 3.1520 -0.8076
H48 -6.3281 4.5996 1.1993
H49 -6.1821 4.8466 -0.5584
O15 -8.6332 5.9119 1.4821
C41 -8.9956 6.0974 0.3321
C42 -10.0701 7.0498 -0.0974
C43 -10.3579 6.5888 -1.5039
C44 -9.0339 6.0194 -1.9419
O16 -8.4416 5.4887 -0.7573
H50 -9.6739 8.0688 -0.0762
H51 -10.9521 6.9634 0.5414
H52 -10.7223 7.3843 -2.1592
H53 -11.1144 5.7948 -1.4825
H54 -8.3676 6.7851 -2.3528
H55 -9.1570 5.2228 -2.6814
O17 1.4193 -5.1089 3.8699
C45 1.6653 -6.2848 3.6584
C46 2.7782 -7.0668 4.2879
C47 2.8528 -8.2826 3.3994
C48 1.4347 -8.4218 2.9109
O18 0.9291 -7.0897 2.8371
H56 2.4968 -7.3277 5.3119
H57 3.7133 -6.5022 4.2747
H58 3.2218 -9.1759 3.9102
H59 3.5186 -8.0779 2.5521
H60 0.8104 -8.9945 3.6047
H61 1.3875 -8.8894 1.9231

Max |F| ... 8.49 eV/Å
SMILES ... CCOCCOCc1cc(C)cc2c1C(=O)c1ccc(N(C(C)=O)C(C)=O)cc1C2=O.O=C1CCCO1.O=C1CCCO1.O=C1CCCO1.O=C1CCCO1.O=C1CCCO1.O=C1CCCO1
Highest occupied orbital energy ... -0.3081 hartree
E_LUMO ... -1.36 eV
Spin multiplicity ... 1

3.
Here is C6H10O in the gas phase from the OMol25 dataset. Energies are from ωB97M-V/def2-TZVPD.

Geometry (Å):
C1 -1.2277 -0.0706 -1.2529
C2 -1.1379 0.4092 0.2064
C3 -1.1375 -0.6898 1.2225
C4 0.0220 0.2711 1.2147
C5 1.3886 0.0164 0.6923
C6 1.6391 0.5101 -0.5221
O1 2.6975 0.2409 -1.3239
H1 -0.7084 -1.0210 -1.4276
H2 -2.2907 -0.2663 -1.4623
H3 -0.8879 0.6359 -2.0217
H4 -1.7702 1.2751 0.3796
H5 -0.9879 -1.6930 0.8332
H6 -1.8289 -0.6083 2.0538
H7 0.0015 0.8888 2.1195
H8 2.1680 -0.4742 1.2834
H9 0.9340 1.1924 -0.9860
H10 3.0860 -0.5808 -0.9974

Energy above the lowest of the compared OMol25 structures with the same formula, charge and spin ... 35.8 kcal per mole
Max |F| ... 0.65 eV/Å
SMILES ... C[C@H]1C[C@H]1/C=C/O
Highest occupied orbital energy ... -0.3127 hartree
E_LUMO ... 0.94 eV
Spin multiplicity ... 1

4.
Here is 2 unconnected molecules or ions with the total composition C6H9NO from the OMol25 dataset. Energies are from ωB97M-V/def2-TZVPD.

Geometry (Å):
C1 1.5943 -1.2343 -1.1321
C2 1.8946 0.1050 -1.0008
N1 0.6965 0.7627 -0.7158
C3 -0.3331 -0.1561 -0.5496
C4 0.2271 -1.4178 -0.8456
C5 -2.1537 1.5047 0.0005
C6 -1.6076 0.2073 -0.0679
H1 2.2990 -1.9399 -1.5482
H2 2.7769 0.7037 -1.1249
H3 0.6340 1.6923 -0.3313
H4 -0.2841 -2.3606 -0.8923
H5 -1.7621 2.4824 -0.2896
H6 -3.1483 1.5715 0.4226
H7 -2.2538 -0.6191 0.1930
H8 -0.3150 -0.3589 2.5688
H9 1.2083 -0.1309 2.6385
O1 0.5270 -0.8120 2.6746

Total charge ... -1
Energy above the lowest of the compared OMol25 structures with the same formula, charge and spin ... 0.2 kcal per mole
Max |F| ... 0.82 eV/Å
Highest occupied orbital energy (spin up / spin down) ... 0.0117 / -0.0887 hartree
E_LUMO (spin up / spin down) ... 4.09 / 4.04 eV
Spin multiplicity ... 2
<S²> ... 0.77